{
  "formula": "C5H16N3",
  "method": "ωB97M-V/def2-TZVPD",
  "elements": ["N", "C", "C", "N", "C", "C", "C", "N", "H", "H", "H", "H", "H", "H", "H", "H", "H", "H", "H", "H", "H", "H", "H", "H"],
  "xyz": [[0.61, -2.63, 0.44], [0.20, -2.22, -0.99], [-0.35, -0.80, -1.29], [-1.16, -0.19, -0.17], [-0.58, 0.60, 0.90], [0.38, -0.07, 1.93], [0.32, 1.74, 0.31], [-0.30, 2.33, -0.74], [0.83, -3.62, 0.37], [1.31, -2.12, -0.34], [2.40, 6.16, -1.54], [-0.73, -2.73, -1.10], [0.73, -2.60, -1.89], [-0.90, -0.78, -2.24], [0.50, -0.10, -1.35], [-1.69, 0.61, -0.53], [-1.41, 1.06, 1.50], [0.69, 0.61, 2.72], [-0.22, -0.88, 2.36], [1.14, -0.44, 1.26], [0.50, 2.54, 1.09], [1.30, 1.26, 0.09], [2.07, 5.48, -1.46], [0.14, 3.15, -1.13]],
  "charge": 1,
  "molar_mass_g_mol": 118.20,
  "relative_energy_kj_mol": 1104.68,
  "homo_lumo_gap_ev": 4.70
}

=====

{
  "formula": "C5H16N3",
  "method": "ωB97M-V/def2-TZVPD",
  "elements": ["C", "C", "C", "N", "H", "H", "H", "H", "H", "H", "H", "H", "C", "N", "C", "N", "H", "H", "H", "H", "H", "H", "H", "H"],
  "xyz": [[-2.21, -1.53, -0.19], [-2.28, -0.03, -0.28], [-1.33, 1.39, 1.39], [-1.14, 0.61, 0.42], [-1.43, -1.98, -0.81], [-2.00, -1.86, 0.83], [-3.16, -2.01, -0.41], [-2.26, 0.37, -1.29], [-3.19, 0.39, 0.18], [-0.47, 1.82, 1.89], [-2.31, 1.69, 1.73], [0.04, 0.40, 0.22], [1.85, 1.47, -0.90], [1.49, 0.64, 0.25], [2.16, -0.71, 0.25], [1.43, -1.74, -0.42], [1.45, 2.48, -0.86], [2.94, 1.51, -1.00], [1.50, 1.04, -1.84], [1.72, 1.13, 1.10], [2.24, -0.99, 1.30], [3.15, -0.62, -0.19], [0.54, -1.93, 0.03], [1.26, -1.53, -1.40]],
  "charge": 1,
  "molar_mass_g_mol": 118.20,
  "relative_energy_kj_mol": 188.10,
  "homo_lumo_gap_ev": 9.85
}

=====

{
  "formula": "C5H16N3S",
  "method": "ωB97M-V/def2-TZVPD",
  "elements": ["C", "N", "N", "N", "C", "H", "H", "H", "H", "H", "H", "H", "H", "S", "C", "C", "C", "H", "H", "H", "H", "H", "H", "H", "H"],
  "xyz": [[-2.30, -1.23, 1.08], [-3.35, -2.01, 1.35], [-1.08, -1.75, 1.04], [-2.49, 0.08, 0.84], [-0.79, -3.16, 1.28], [-3.21, -3.00, 1.53], [-4.29, -1.61, 1.39], [-0.30, -1.12, 0.82], [-1.69, 0.68, 0.63], [-3.43, 0.47, 0.88], [0.30, -3.31, 1.18], [-1.30, -3.80, 0.55], [-1.09, -3.46, 2.29], [1.54, 1.64, -0.17], [2.76, 2.65, 0.68], [1.23, 1.12, -2.84], [2.12, 1.89, -1.87], [3.78, 2.28, 0.51], [2.54, 2.60, 1.76], [2.70, 3.71, 0.36], [1.58, 1.27, -3.87], [1.27, 0.04, -2.61], [0.19, 1.46, -2.76], [2.09, 2.98, -2.10], [3.17, 1.56, -1.94]],
  "charge": 1,
  "molar_mass_g_mol": 150.27,
  "relative_energy_kj_mol": 28.54,
  "homo_lumo_gap_ev": 8.45
}

=====

{
  "formula": "C5H16N4",
  "method": "ωB97M-V/def2-TZVPD",
  "elements": ["H", "N", "C", "C", "N", "C", "C", "H", "H", "H", "H", "H", "H", "H", "H", "H", "C", "N", "N", "H", "H", "H", "H", "H", "H"],
  "xyz": [[2.26, -1.90, 0.19], [1.93, -1.06, 0.63], [1.28, -0.27, -0.15], [1.14, -0.50, -1.64], [0.96, 0.99, 0.32], [0.49, 2.04, -0.54], [1.37, 1.39, 1.64], [1.53, -1.48, -1.89], [1.69, 0.25, -2.21], [0.08, -0.46, -1.90], [-0.24, 1.66, -1.26], [1.31, 2.52, -1.09], [-0.01, 2.79, 0.06], [1.97, 2.30, 1.66], [1.96, 0.61, 2.11], [0.47, 1.56, 2.25], [-1.47, -1.64, 1.00], [-1.67, -0.64, -0.11], [-3.01, -0.80, -0.67], [-0.45, -1.64, 1.36], [-2.15, -1.52, 1.86], [-1.65, -2.62, 0.57], [-1.68, 0.28, 0.31], [-3.03, -1.74, -1.05], [-3.10, -0.13, -1.44]],
  "charge": 0,
  "molar_mass_g_mol": 132.21,
  "smiles": "[H]/N=C(\\C)N(C)C.CNN",
  "relative_energy_kj_mol": 223.41,
  "homo_lumo_gap_ev": 8.92
}

=====

{
  "formula": "C5H16N4",
  "method": "ωB97M-V/def2-TZVPD",
  "elements": ["C", "C", "C", "C", "C", "N", "N", "N", "N", "H", "H", "H", "H", "H", "H", "H", "H", "H", "H", "H", "H", "H", "H", "H", "H"],
  "xyz": [[1.44, -0.06, 0.95], [-1.45, -0.66, -0.48], [0.42, 1.27, -1.00], [-2.52, 0.37, -0.50], [-1.37, -1.55, 0.73], [-0.05, 0.40, -2.00], [0.29, 0.65, 0.37], [1.80, -1.17, 0.10], [2.61, 0.75, 1.28], [0.71, -0.21, -2.32], [-0.04, 1.34, 1.05], [1.07, -0.45, 1.91], [-1.38, -1.22, -1.40], [1.65, -0.97, -0.88], [2.76, -1.44, 0.26], [2.94, 1.25, 0.46], [2.41, 1.42, 2.01], [1.47, 1.61, -1.14], [-0.20, 2.17, -0.94], [-2.52, 1.00, 0.40], [-1.44, -0.99, 1.66], [-2.44, 1.00, -1.38], [-3.49, -0.14, -0.53], [-0.46, -2.15, 0.73], [-2.22, -2.24, 0.68]],
  "charge": 0,
  "molar_mass_g_mol": 132.21,
  "relative_energy_kj_mol": 430.13,
  "homo_lumo_gap_ev": [8.01, 8.01]
}

=====

{
  "formula": "C5H16N4O2",
  "method": "ωB97M-V/def2-TZVPD",
  "elements": ["C", "C", "C", "C", "C", "N", "N", "N", "N", "O", "O", "H", "H", "H", "H", "H", "H", "H", "H", "H", "H", "H", "H", "H", "H", "H", "H"],
  "xyz": [[-1.31, -0.91, -0.44], [1.46, 1.56, -1.54], [-3.56, -0.25, 0.56], [1.71, 0.20, -0.96], [1.27, -0.07, 0.48], [1.58, -1.20, 1.07], [0.93, 1.05, 1.21], [2.19, -2.22, 0.43], [-0.28, 1.79, 0.84], [-2.12, -1.87, -0.95], [-2.04, -0.19, 0.45], [2.16, 1.70, -2.47], [1.67, 2.30, -0.77], [0.43, 1.52, -1.89], [-3.84, -1.25, 0.48], [-3.94, 0.25, -0.32], [-3.61, 0.21, 1.56], [2.72, 0.09, -0.88], [1.29, -0.65, -1.60], [1.52, -1.23, 2.14], [0.86, 0.89, 2.25], [2.00, -3.13, 0.74], [2.39, -2.02, -0.57], [-1.70, -2.28, -1.77], [-0.16, 2.03, -0.13], [-0.56, 2.52, 1.41], [-1.06, 1.11, 0.68]],
  "charge": 2,
  "molar_mass_g_mol": 164.21,
  "relative_energy_kj_mol": 182.77,
  "homo_lumo_gap_ev": 9.42
}